# 1
The following is a quantum chemistry calculation of C18H19N2O7PSSe2Tc as an isolated structure, from the Open Molecules 2025 dataset.

CARTESIAN COORDINATES (ANGSTROEM)
Tc 0.73250 -2.32508 0.86839
Se -1.24730 -0.85237 1.56155
P -1.61590 -0.70100 -0.58527
Se 0.02844 -1.72635 -1.54064
C -1.71583 1.03038 -1.08830
C -2.40058 1.94764 -0.29114
C -2.48475 3.27591 -0.67601
C -1.87977 3.69556 -1.85416
C -1.18940 2.78863 -2.64393
C -1.10193 1.45659 -2.26133
C -3.21022 -1.43270 -1.00061
C -4.35442 -1.02527 -0.31239
C -5.58083 -1.58987 -0.61376
C -5.67154 -2.56822 -1.59752
C -4.53740 -2.98046 -2.27651
C -3.30292 -2.41631 -1.97844
H -2.84915 1.63434 0.64381
H -3.01653 3.98449 -0.05466
H -1.94305 4.73419 -2.15241
H -0.71286 3.11701 -3.55827
H -0.54488 0.75245 -2.86559
H -4.28971 -0.28157 0.47240
H -6.46551 -1.27593 -0.07586
H -6.63031 -3.01553 -1.82559
H -4.60658 -3.74976 -3.03404
H -2.41220 -2.74894 -2.49443
O 4.01688 -2.15470 2.15407
S 3.04423 -3.18261 1.93483
O 3.41881 -4.52488 2.21734
O 2.48868 -3.04845 0.43761
O 1.67179 -2.80431 2.58233
O -1.10318 -6.10936 1.15001
C -0.68923 -5.02996 1.00185
N -0.31886 -3.90455 0.81001
O 1.83751 0.97436 -0.51227
C 2.04557 0.61703 0.71831
O 1.75683 -0.47305 1.18868
C 2.71775 1.64786 1.60409
N 2.97580 2.84442 0.79051
C 4.43109 3.12362 0.78957
C 5.04785 1.75720 1.05612
C 4.09313 1.14704 2.07949
H 2.04083 1.82278 2.44151
H 2.42205 3.63700 1.08179
H 2.11544 1.94398 -0.50530
H 4.69807 3.82373 1.58613
H 4.73316 3.55739 -0.16206
H 6.06784 1.83147 1.42799
H 5.06841 1.15791 0.14271
H 4.29136 1.55801 3.07015
H 4.13082 0.06022 2.14925

## Properties
Spin multiplicity: 2
ΔE to the lowest compared entry with this formula, charge and spin (eV): 0.0808
HOMO-LUMO gap (spin up / spin down) (eV): 6.8 / 7.5
Charge: 0
Lowest unoccupied orbital energy (spin up / spin down) (eV): -1.875 / -1.459
Expectation value of S²: 1.219

***

# 2
The following is a quantum chemistry calculation of an isolated molecule of C18H19N5O3 in a non-equilibrium geometry, from the Open Molecules 2025 dataset.

CARTESIAN COORDINATES (ANGSTROEM)
C -1.54892 -4.51188 0.04887
C -1.63679 -3.02040 0.02976
C -1.66622 -2.33210 -1.20530
C -1.74660 -0.96695 -1.22741
C -1.62596 -0.21166 -2.52830
N -0.33384 0.45416 -2.53523
C 0.75623 -0.10247 -3.10477
O 0.72782 -0.92578 -3.98530
C 2.08369 0.45154 -2.53466
N 2.00444 0.56328 -1.10620
N 2.05640 -0.55990 -0.37333
C 1.82331 -0.22853 0.87447
C 1.81357 -1.22078 1.96866
C 1.59442 1.17674 0.94815
N 1.28193 1.91458 2.09816
O 1.29055 1.33499 3.16698
O 1.00537 3.09705 1.96703
C 1.71668 1.64785 -0.36477
C 1.63426 3.02257 -0.91589
C -1.80621 -0.26958 0.01131
C -1.90172 1.13192 0.13931
C -1.90369 1.72567 1.37289
C -1.82057 0.95039 2.53857
C -1.75124 -0.41198 2.45363
C -1.74276 -1.05311 1.19734
N -1.65860 -2.39779 1.17551
H -2.41121 -4.94468 -0.45592
H -0.65237 -4.83999 -0.47432
H -1.51783 -4.86367 1.07544
H -1.60009 -2.89264 -2.12562
H -1.64626 -0.89597 -3.37742
H -2.41795 0.53329 -2.64298
H -0.19458 1.07116 -1.74761
H 2.31161 1.42092 -2.98029
H 2.86739 -0.26417 -2.79033
H 0.83511 -1.23870 2.44558
H 2.54154 -0.94702 2.73006
H 2.04249 -2.20228 1.56522
H 0.95042 3.07927 -1.76206
H 2.61867 3.34829 -1.25407
H 1.29464 3.69924 -0.13636
H -1.99995 1.74960 -0.74273
H -1.96505 2.80056 1.45507
H -1.81166 1.43915 3.50050
H -1.70331 -1.03184 3.33511

## Properties
SMILES: Cc1cc(CNC(=O)Cn2nc(C)c([N+](=O)[O-])c2C)c2ccccc2n1
ΔE to the lowest compared entry with this formula, charge and spin (eV): 3.0892
HOMO-LUMO gap (eV): 8.8
Charge: 0
Lowest unoccupied orbital energy (eV): -0.121

***

# 3
The following is a quantum chemistry calculation of an isolated molecule of C18H19N5O3, from the Open Molecules 2025 dataset.

CARTESIAN COORDINATES (ANGSTROEM)
C -0.76098 1.87615 2.88090
C 0.52134 2.49066 2.42123
C 1.52780 2.85674 3.47017
C 1.69115 1.72992 4.47372
O 1.50135 1.87299 5.66050
N 2.00512 0.49397 3.98163
C 2.33473 0.07873 2.69480
C 2.10830 -1.25274 2.33562
C 2.41041 -1.64039 1.04639
C 2.94438 -0.70743 0.16783
C 3.16564 0.57409 0.63920
N 2.87450 0.95960 1.86854
N 0.84605 2.75062 1.22089
N 0.08718 2.33010 0.16393
C -0.31485 1.08021 -0.09961
O -0.26291 0.10659 0.64545
C -0.85102 0.95892 -1.52820
O -0.86314 1.91571 -2.28312
N -1.25358 -0.30155 -1.75609
C -1.79588 -0.88895 -2.90131
C -2.05876 -0.13620 -4.04095
C -2.59875 -0.73977 -5.16117
C -2.87957 -2.09429 -5.15146
C -2.61553 -2.84216 -4.01639
C -2.07360 -2.26342 -2.87948
C -1.79270 -3.09452 -1.66124
H -0.90481 2.02886 3.94685
H -0.76022 0.80600 2.66507
H -1.59685 2.30970 2.33014
H 2.48034 3.07323 2.98836
H 1.18610 3.73201 4.02783
H 1.95361 -0.24128 4.67765
H 1.68514 -1.94722 3.04509
H 2.22701 -2.65586 0.72665
H 3.18070 -0.97019 -0.85099
H 3.59145 1.34355 0.00942
H 0.11366 2.94948 -0.64487
H -1.11409 -0.90593 -0.94844
H -1.83579 0.91776 -4.03808
H -2.79986 -0.14786 -6.04099
H -3.30205 -2.57029 -6.02333
H -2.83450 -3.90037 -4.01229
H -2.37301 -2.74591 -0.80625
H -2.05797 -4.13207 -1.84727
H -0.73554 -3.05720 -1.39635

## Properties
SMILES: C/C(CC(=O)Nc1ccccn1)=N\NC(=O)C(=O)Nc1ccccc1C
ΔE to the lowest compared entry with this formula, charge and spin (eV): 0.6375
HOMO-LUMO gap (eV): 9.0
Charge: 0
Lowest unoccupied orbital energy (eV): 0.322